C6H8O3 | wB97M-V/def2-TZVPD

Geometry as ORCA input:
```
! wB97M-V def2-TZVPD RIJCOSX def2/J DEFGRID3
* xyz 0 1
O -2.50 0.74 -0.89
O -3.09 -1.14 0.15
O 0.22 1.22 -0.41
C -0.86 -0.37 0.47
C 1.49 -0.92 -0.43
C 2.64 -0.30 -0.12
C 0.17 -0.21 -0.66
C -2.26 -0.29 -0.07
C -0.28 0.98 0.92
H -1.72 1.33 -0.88
H -0.85 -1.19 1.18
H -0.99 1.76 1.25
H -0.16 -0.42 -1.68
H 0.54 0.92 1.64
H 3.53 -0.88 0.05
H 1.43 -2.00 -0.52
H 2.68 0.77 -0.02
*
```

Results
- Energy relative to the best compared isomer or geometry (same formula, charge and spin): 33.0 kcal per mole
- Calculated total energy: -459.09767 Eh
- Largest force on an atom: 1.33 eV Å⁻¹
- HOMO level: -0.377 Ha
- Gap between HOMO and LUMO: 11.040 eV



C25H33As3F4N6ORh | wB97M-V/def2-TZVPD

Geometry as ORCA input:
```
! wB97M-V def2-TZVPD RIJCOSX def2/J DEFGRID3
* xyz 3 1
Rh -0.11 0.03 -0.38
As 2.93 5.29 1.59
As 0.31 0.43 1.89
As -0.91 2.22 -0.68
F -0.25 -5.78 -1.95
F -5.26 -4.98 -0.02
F -4.59 -7.38 -0.86
F -0.92 -3.38 -1.12
O 1.76 0.77 -0.72
N -1.87 -0.84 -0.13
N -5.69 -1.99 0.96
N 2.61 -0.89 -2.08
N -3.57 -10.05 -1.85
N 0.27 -8.56 -2.88
N 3.97 0.66 -1.05
C -2.81 2.36 -0.34
C 2.76 0.18 -1.29
C -1.47 -5.61 -1.49
C -0.75 -8.29 -2.43
C -4.04 -5.19 -0.49
C 0.16 3.54 0.25
C -1.20 0.06 3.02
C -2.39 -6.73 -1.46
C -1.03 3.48 2.47
C -4.75 -2.44 0.49
C -2.58 -1.75 -0.11
C 1.14 4.66 2.25
C -3.70 -6.42 -0.92
C -1.83 -4.39 -1.05
C -3.49 -2.82 -0.08
C -2.04 -7.98 -1.90
C 0.33 3.44 1.77
C 3.73 -1.57 -2.73
C 1.10 2.18 2.19
C -0.64 2.54 -2.56
C -3.13 -4.09 -0.53
C 1.66 -0.86 2.34
C 3.75 3.70 0.75
C 2.38 6.17 -0.08
C -2.92 -9.10 -1.87
H -3.06 3.42 -0.29
H -3.33 1.89 -1.17
H 0.52 5.55 2.11
H -3.08 1.87 0.59
H -0.32 4.49 0.00
H -2.11 0.53 2.65
H 4.43 -1.95 -1.99
H 2.08 2.12 1.71
H -1.34 -1.02 3.06
H 3.34 -2.42 -3.28
H 0.42 2.48 -2.78
H 1.97 -0.66 3.37
H 2.52 -0.76 1.69
H 4.79 0.33 -1.54
H 1.27 4.56 3.33
H -1.01 3.55 -2.77
H 1.93 5.50 -0.81
H 4.24 -0.91 -3.44
H -1.56 4.40 2.22
H 1.68 -1.13 -2.37
H 1.26 2.20 3.27
H 4.06 1.48 -0.46
H 1.70 6.98 0.16
H 1.26 -1.87 2.28
H -0.92 3.46 3.55
H -0.97 0.44 4.02
H 1.12 3.51 -0.27
H 4.63 4.07 0.22
H 4.09 2.99 1.51
H 3.27 6.61 -0.52
H 3.10 3.21 0.02
H -1.68 2.65 2.19
H -1.20 1.83 -3.16
*
```

Results
- Energy relative to the best compared isomer or geometry (same formula, charge and spin): 0.0 kcal per mole
- Calculated total energy: -8592.46195 Eh
- Largest force on an atom: 0.21 eV Å⁻¹
- HOMO level: -0.578 Ha
- Gap between HOMO and LUMO: 5.119 eV



C4H8N2O | wB97M-V/def2-TZVPD

Geometry as ORCA input:
```
! wB97M-V def2-TZVPD RIJCOSX def2/J DEFGRID3
* xyz 0 1
O -2.62 0.67 -0.16
N -0.14 -0.70 0.66
N 1.94 -0.12 -0.18
C 1.11 -1.35 0.46
C 1.21 0.84 -0.70
C -0.22 0.27 -0.43
C -1.34 1.26 -0.15
H -0.09 -0.19 1.54
H 1.44 -1.84 1.40
H 2.94 -0.21 -0.10
H -1.14 1.76 0.82
H -1.34 2.03 -0.92
H -2.58 -0.11 0.41
H -0.48 -0.28 -1.35
H 1.05 -2.12 -0.32
*
```

Results
- Energy relative to the best compared isomer or geometry (same formula, charge and spin): 80.2 kcal per mole
- Calculated total energy: -341.87581 Eh
- Largest force on an atom: 1.95 eV Å⁻¹
- HOMO level: -0.319 Ha
- Gap between HOMO and LUMO: 9.504 eV



C4H8N | wB97M-V/def2-TZVPD

Geometry as ORCA input:
```
! wB97M-V def2-TZVPD RIJCOSX def2/J DEFGRID3
* xyz 1 1
N -1.24 0.43 -0.53
C 0.18 0.15 -0.46
C -2.10 -0.49 0.16
C 1.40 0.13 -0.03
C 2.77 -0.05 0.27
H -2.00 -1.51 -0.23
H 3.13 0.94 0.40
H 2.85 -0.45 1.27
H 3.13 -0.63 -0.47
H -3.11 -0.07 -0.05
H -1.89 -0.38 1.28
H -1.55 1.45 -0.13
H -1.59 0.48 -1.48
*
```

Results
- SMILES string: CC#C[NH2+]C
- Energy relative to the best compared isomer or geometry (same formula, charge and spin): 59.8 kcal per mole
- Calculated total energy: -211.57579 Eh
- Largest force on an atom: 10.02 eV Å⁻¹
- HOMO level: -0.535 Ha
- Gap between HOMO and LUMO: 10.381 eV



C37H37N3O3PSSn | wB97M-V/def2-TZVPD

Geometry as ORCA input:
```
! wB97M-V def2-TZVPD RIJCOSX def2/J DEFGRID3
* xyz 3 1
Sn -0.07 -0.71 0.64
S -1.80 -2.05 -0.59
P -1.39 1.52 0.81
O -0.37 -0.45 4.99
O 2.05 -0.40 0.51
O 0.97 -0.05 -1.35
N -0.05 -0.77 2.84
N -1.78 -1.22 -3.12
N 0.04 -2.52 -2.48
C 1.98 3.66 0.67
C 1.33 -3.41 1.58
C 0.77 -1.83 3.48
C 1.90 4.39 -0.52
C -4.62 1.50 -1.71
C 1.68 -3.30 -4.07
C 0.57 -3.24 2.90
C 5.78 0.00 -2.78
C 0.77 4.29 -1.32
C -3.84 0.40 0.71
C -3.37 1.81 -1.20
C -1.41 1.19 3.70
C 2.07 -0.16 -0.76
C 0.38 -1.70 4.95
C -2.84 3.61 3.85
C 0.93 2.83 1.03
C -1.82 1.73 4.92
C -2.03 -0.09 -5.27
C -1.74 1.90 2.54
C -0.10 -1.62 -4.68
C 3.39 -0.20 -2.85
C -1.28 -1.00 -4.36
C -0.61 -0.04 3.77
C 3.35 -0.06 -1.46
C 1.11 -4.30 3.87
C 4.61 -0.20 -3.50
C -1.09 -1.93 -2.20
C -2.98 1.27 0.02
C -5.07 0.09 0.18
C -5.47 0.63 -1.04
C -2.52 2.92 5.00
C 4.53 0.13 -0.73
C -0.27 3.45 -0.97
C 5.74 0.16 -1.40
C -0.20 2.72 0.22
C -2.45 3.10 2.62
C 0.52 -2.44 -3.73
H -1.57 1.21 5.84
H -3.05 -0.46 -5.44
H -1.13 3.39 -1.62
H 1.32 -4.33 -4.18
H 2.40 -3.32 -3.25
H -4.95 1.96 -2.64
H -2.69 -0.86 -2.87
H 2.16 -4.10 4.10
H -2.80 3.31 5.97
H -2.69 3.64 1.72
H -6.43 0.38 -1.45
H -0.29 -2.48 5.29
H 2.39 -3.18 1.71
H 0.70 4.88 -2.23
H 1.82 -1.56 3.32
H 4.49 0.23 0.35
H -2.74 2.49 -1.75
H 2.85 3.75 1.30
H 6.66 0.28 -0.84
H 6.73 0.04 -3.29
H 1.24 -4.43 1.21
H 0.55 -4.33 4.81
H -3.53 -0.02 1.66
H 2.47 -0.34 -3.40
H 4.65 -0.34 -4.57
H 1.22 -1.62 5.63
H 2.72 5.02 -0.82
H 2.16 -3.00 -5.00
H -0.50 -3.40 2.73
H -2.11 0.90 -4.83
H 0.33 -1.49 -5.66
H 1.03 -5.29 3.42
H 0.99 2.26 1.96
H 0.95 -2.76 0.76
H -3.39 4.54 3.89
H -1.54 -0.01 -6.23
H -5.73 -0.58 0.71
*
```

Results
- Energy relative to the best compared isomer or geometry (same formula, charge and spin): 0.7 kcal per mole
- Calculated total energy: -2775.14500 Eh
- Largest force on an atom: 1.56 eV Å⁻¹
- HOMO level: -0.604 Ha
- Gap between HOMO and LUMO: 6.646 eV



C5H28N2O7 | wB97M-V/def2-TZVPD

Geometry as ORCA input:
```
! wB97M-V def2-TZVPD RIJCOSX def2/J DEFGRID3
* xyz 0 1
O -1.98 2.58 -2.43
O 0.23 3.43 -1.13
O 2.32 1.45 -0.85
O -0.08 0.90 -2.24
O -0.25 2.94 1.83
O -3.39 0.51 -0.03
O 3.76 1.31 1.46
N -2.37 -1.12 2.29
N -1.39 -2.03 -0.84
C -0.80 -1.72 0.50
C 2.84 -1.41 -0.27
C 0.64 -2.31 0.54
C 1.52 -2.09 -0.70
C -1.54 -2.17 1.75
H -2.71 3.20 -2.47
H -0.92 -2.85 2.39
H 0.01 0.23 -1.57
H 1.10 -2.24 1.52
H -0.22 3.96 -0.45
H -2.90 -1.37 3.13
H 0.61 2.51 1.79
H -0.37 2.89 -1.71
H 4.25 1.44 0.64
H -1.89 -2.91 -0.82
H 3.24 -0.77 -1.05
H 1.74 -3.04 -1.16
H -3.13 1.25 0.51
H -2.13 -3.11 1.76
H 0.60 0.79 -2.90
H -2.24 1.82 -1.89
H 2.75 -0.77 0.61
H 1.40 1.46 -1.25
H 2.17 2.42 -0.79
H 0.33 -3.38 0.50
H 3.49 -2.25 -0.04
H 3.02 1.86 1.18
H -0.71 -0.64 0.39
H -0.87 2.62 1.20
H 0.99 -1.51 -1.45
H -2.05 -1.30 -1.09
H -1.95 -0.27 2.68
H -3.12 -0.28 0.47
*
```

Results
- SMILES string: CCC[C@@H](N)CN.O.O.O.O.O.O.O
- Energy relative to the best compared isomer or geometry (same formula, charge and spin): 56.1 kcal per mole
- Calculated total energy: -843.40695 Eh
- Largest force on an atom: 3.01 eV Å⁻¹
- HOMO level: -0.350 Ha
- Gap between HOMO and LUMO: 9.649 eV



> Look up the energy relative to the best compared isomer or geometry (same formula, charge and spin) of the fifth one.

0.7 kcal per mole